No. 1
Entry from OMol25: one molecule with the formula C3H6O3 at a distorted geometry (ωB97M-V with the def2-TZVPD basis set).

Summary:
structure (SMILES): O=C(O)CCO
charge: 0
highest occupied orbital energy: -10.48 eV
HOMO-LUMO gap: 11.109 eV
energy relative to the best compared isomer or geometry (same formula, charge and spin): 33.5 kcal per mole
lowest unoccupied orbital energy: 0.6311 eV
E_tot: -9349.863 eV

XYZ file:
```
12
Properties=species:S:1:pos:R:3:forces:R:3
O -2.119259 -0.344002 0.981592 1.2 1.7 -0.5
C 0.797899 -0.684974 -0.234893 1.6 0.9 0.3
H 0.404833 -1.631661 0.026413 -0.2 -1.2 0.2
H 0.139556 1.235731 -0.912238 -0.2 -0.7 0.8
H -1.467449 1.650058 2.052079 0.9 -0.1 -0.7
H 2.487982 -1.599320 -1.019988 -2.8 3.5 -0.6
O 1.847975 -0.733635 -1.212144 1.8 -3.5 0.3
C -1.258591 0.439949 0.615331 0.9 -1.2 -0.5
H -0.975332 0.078096 -1.625989 1.7 -0.5 2.8
H 1.262764 -0.192940 0.632619 -0.3 -0.5 0.3
O -0.823256 1.533119 1.299684 -1.9 -0.3 0.9
C -0.297126 0.249580 -0.602467 -2.8 1.9 -3.3
```
Forces are in eV/Å.

No. 2
Entry from OMol25: one molecule with the formula C5H10O at a distorted geometry (ωB97M-V with the def2-TZVPD basis set).

Summary:
structure (SMILES): C=CCCOC
charge: 0
highest occupied orbital energy: -9.28 eV
HOMO-LUMO gap: 10.378 eV
energy relative to the best compared isomer or geometry (same formula, charge and spin): 55.8 kcal per mole
lowest unoccupied orbital energy: 1.0983 eV
E_tot: -7392.344 eV

XYZ file:
```
16
Properties=species:S:1:pos:R:3:forces:R:3
H -1.636493 -1.548006 -2.843224 -0.1 0.2 0.2
C -1.183708 -0.068409 -1.387568 0.2 -0.1 0.0
H 2.558058 1.130285 2.405028 -0.2 -0.1 -0.2
H -0.813627 1.400041 0.187088 -0.2 0.4 -0.3
H -1.874194 0.060242 0.633386 1.0 -0.1 0.0
H -0.275825 -1.254622 0.670021 1.2 -2.5 0.5
C -1.615640 -1.266587 -1.790790 0.1 0.2 0.2
C 0.421702 -0.477633 0.515334 -1.7 1.5 -0.7
C -0.962663 0.337566 0.052813 0.7 0.4 0.1
H 1.090427 -0.498484 -0.354612 -0.4 -0.4 0.0
H -0.854652 0.642919 -2.143637 0.0 -0.1 0.0
O 1.170272 -0.175332 1.659514 -0.6 0.2 0.0
H 1.317190 1.858733 1.351509 0.2 0.1 0.0
H -1.953580 -2.030829 -1.090459 0.1 0.2 0.0
C 1.962116 0.984701 1.497524 0.0 0.2 0.0
H 2.650616 0.905413 0.638072 -0.2 -0.1 0.1
```
Forces are in eV/Å.

No. 3
Entry from OMol25: C13H28AlF2O4 as an isolated structure at a distorted geometry (ωB97M-V with the def2-TZVPD basis set).

Summary:
charge: -1
highest occupied orbital energy: -4.77 eV
HOMO-LUMO gap: 7.597 eV
lowest unoccupied orbital energy: 2.8226 eV
E_tot: -34159.231 eV

XYZ file:
```
48
Properties=species:S:1:pos:R:3:forces:R:3
H 2.063440 -0.726146 -3.321313 0.1 0.0 -0.2
Al -0.956663 1.105337 -2.414616 0.3 1.0 -0.5
H 1.680675 -0.351306 -0.704153 0.2 0.3 0.1
H -4.521751 0.175693 -1.804131 -0.2 0.0 0.3
C -1.045236 3.120252 -2.123970 -0.3 -0.9 0.4
H -2.089199 4.657742 -1.002665 -0.1 0.2 0.1
H -3.216351 -1.106048 -3.204826 0.1 -0.2 0.2
C 2.116006 -0.499312 2.474075 -0.1 0.0 0.0
H 3.265220 -3.277830 4.742280 0.0 0.0 0.0
H 2.622152 -0.053216 1.611482 0.0 0.0 0.0
C 2.068284 -1.467949 5.807991 0.0 0.0 0.0
H -1.706609 3.257021 -0.053715 -0.1 -0.2 0.2
C 1.411132 -1.173403 -1.355117 -0.5 0.1 0.1
H -1.637458 0.111059 -4.761834 0.2 0.0 -0.1
H 4.423818 -1.128958 2.900008 0.0 0.0 0.0
C -3.446527 -0.142280 -3.649965 -0.1 0.2 -0.6
C 3.860240 -2.377705 4.560000 0.2 0.2 0.1
H 1.750857 -0.524962 6.249654 0.0 0.0 0.0
C -4.422362 0.632198 -2.782444 0.6 -0.3 0.2
O 3.403805 -1.305707 5.368895 -0.1 -0.1 0.0
O 2.505825 -1.861507 2.624370 0.0 0.1 0.1
F -5.693882 0.664250 -3.346406 -0.4 0.1 -0.2
F -0.088499 1.468228 0.498746 -0.2 -0.1 0.1
H 1.038375 -0.469591 2.302342 0.3 -0.1 0.0
H -0.047209 3.441208 -1.835261 0.2 0.2 -0.1
H -2.520668 1.585304 -4.449398 0.1 0.3 -0.1
H 0.519422 -1.616760 -0.924501 -0.1 -0.2 0.2
H 2.006758 -2.253536 6.570944 0.0 0.0 0.0
C 1.133297 -0.625537 -2.752055 0.8 0.3 -0.3
O -0.945182 -0.293257 1.530188 0.3 1.6 -1.9
H -3.052839 3.226040 -1.215994 -0.2 -0.2 0.0
H 2.213500 -1.900904 -1.341774 0.1 -0.3 0.0
H 4.273523 -2.854217 2.522911 0.1 0.0 0.0
H -4.067485 1.650700 -2.663834 -0.2 0.3 0.0
H -3.992008 -0.353115 -4.570639 -0.2 -0.2 -0.1
H 0.407867 -1.252739 -3.282331 -0.2 -0.2 0.0
H 1.399925 -1.711664 4.979455 0.0 0.0 0.0
C -2.036737 3.567587 -1.038228 0.4 0.5 -0.4
O 0.775943 0.722877 -2.764353 -1.0 -0.2 0.4
H 2.351413 0.082623 3.369956 0.0 0.0 0.0
H -1.316483 3.613219 -3.054079 0.1 0.1 -0.3
C -1.673566 0.160690 -0.740462 0.7 0.6 -0.2
H 4.894105 -2.588712 4.855583 0.0 0.0 0.0
C -0.916913 0.390868 0.511113 -0.4 -2.0 1.8
C 3.828061 -2.027467 3.088801 -0.2 -0.2 -0.2
C -2.177947 0.659701 -3.989606 0.0 -0.5 0.7
H -2.668231 0.560359 -0.556718 -0.2 0.2 0.0
H -1.773858 -0.909149 -0.864393 -0.2 -0.3 0.2
```
Forces are in eV/Å.

No. 4
Entry from OMol25: a 2-piece molecular cluster, H5NOSSi overall at a distorted geometry (ωB97M-V with the def2-TZVPD basis set).

Summary:
structure (SMILES): O=[SiH]S.N
charge: 0
highest occupied orbital energy: -9.85 eV
HOMO-LUMO gap: 9.113 eV
energy relative to the best compared isomer or geometry (same formula, charge and spin): 60.7 kcal per mole
lowest unoccupied orbital energy: -0.7385 eV
E_tot: -22331.592 eV

XYZ file:
```
9
Properties=species:S:1:pos:R:3:forces:R:3
N -2.173537 -1.108333 -0.026131 -2.5 -1.9 -1.0
H 0.187657 2.164764 -0.400433 0.0 0.6 0.1
H -2.262201 -1.831954 0.701958 0.5 0.8 -0.4
S 1.260172 -0.310954 0.230144 -0.1 -0.3 0.7
H -1.266180 -0.687435 -0.069203 0.2 -0.5 -0.4
Si 1.560709 1.739900 -0.109469 0.7 -1.1 -0.7
H -2.574385 -1.587398 -0.912000 1.6 1.5 1.8
O 2.954414 2.251538 -0.435750 -0.4 0.6 0.4
H 2.313347 -0.630129 1.020884 -0.1 0.3 -0.4
```
Forces are in eV/Å.

No. 5
Entry from OMol25: one molecule with the formula C25H29FN4O (ωB97M-V with the def2-TZVPD basis set).

Summary:
structure (SMILES): Cc1ccccc1C(=O)Nc1ccnn1C1CCN([C@@H](C)Cc2ccccc2F)CC1
charge: 0
highest occupied orbital energy: -7.93 eV
HOMO-LUMO gap: 8.594 eV
energy relative to the best compared isomer or geometry (same formula, charge and spin): 0.9 kcal per mole
lowest unoccupied orbital energy: 0.6653 eV
E_tot: -37121.818 eV

XYZ file:
```
60
Properties=species:S:1:pos:R:3:forces:R:3
H -0.739948 -2.688128 -0.199356 -0.1 0.0 -0.2
H -4.317128 -4.108409 1.023707 -0.1 -0.1 0.0
H 4.287782 -2.476592 1.652022 0.2 0.0 0.0
H 5.722675 1.365865 -3.731994 0.1 0.0 0.0
H 2.125545 -4.093861 2.068589 0.0 -0.2 0.1
H -1.146818 -2.119590 2.075902 -0.2 0.1 0.0
F -3.868458 1.206759 1.905893 0.0 -0.1 0.0
H -3.958345 3.219426 0.329795 0.0 0.1 0.1
N -2.295041 -1.391851 0.447126 0.0 0.0 -0.1
C 3.251913 -2.257637 1.493275 0.0 0.3 -0.1
C -0.313556 -0.638818 -0.720874 0.2 -0.3 0.0
H 4.097921 0.796520 -3.303313 0.0 -0.1 -0.1
C 4.875296 3.984236 0.180698 0.1 0.1 0.0
H 5.502754 0.089834 -2.526367 0.0 -0.1 0.0
C -5.272181 1.082000 -1.938218 0.0 0.0 -0.2
H 3.453151 2.692897 1.113929 0.0 0.0 0.1
N 3.352683 0.104024 0.656810 0.1 0.0 0.4
C -4.324588 2.306012 -0.112857 0.1 -0.1 0.2
C 5.090468 1.019420 -2.918560 -0.1 0.0 -0.1
C -4.774744 -0.070885 0.128679 -0.1 0.2 0.2
C -5.255669 -0.071254 -1.175115 0.0 0.1 0.1
H -4.576182 -1.106601 1.984843 -0.1 -0.1 0.0
H 6.305609 5.064281 -0.989316 0.0 0.1 0.0
H -3.698157 -2.431595 -0.617859 0.0 0.0 0.1
C 2.147326 -3.085186 1.706714 0.1 0.3 0.0
H -0.197563 0.059576 2.656595 0.0 0.1 0.0
C 5.004089 2.049608 -1.837666 -0.1 0.0 0.1
O 2.631323 0.196261 -1.492875 0.0 0.0 0.0
C 5.765731 3.209186 -1.904816 0.0 0.0 0.0
H -4.808967 3.173810 -2.004307 0.0 0.1 0.0
C 4.176895 1.861806 -0.724872 0.1 0.3 -0.1
C 3.318466 0.647022 -0.602477 0.1 0.0 0.0
C -4.801366 2.272408 -1.410628 0.0 0.0 0.0
H 0.925646 0.673094 0.450540 -0.1 -0.2 0.1
H -3.370035 -3.321761 2.287943 0.0 0.0 0.1
C -4.319581 1.140709 0.630517 -0.2 0.0 -0.3
H -1.785046 -2.005802 -1.473144 0.0 0.0 0.0
C -3.506592 -2.191267 0.435022 -0.2 -0.1 0.2
H -1.222772 0.860846 1.454858 0.0 0.0 0.0
C -1.292150 -1.791042 -0.521585 0.1 0.1 -0.2
C -4.695906 -1.336728 0.926676 0.3 -0.1 -0.2
C 2.704169 -1.081109 1.018393 0.1 -0.4 0.0
H 4.089487 0.408446 1.276901 -0.1 0.0 -0.1
H -5.624834 -0.996366 -1.593368 0.0 -0.1 0.0
C -0.680966 -0.057003 1.684543 0.1 -0.2 0.1
H -5.613316 -1.915079 0.801770 0.0 0.0 0.1
C 5.706109 4.169523 -0.910691 0.0 0.0 0.1
C 4.117532 2.831562 0.272073 0.0 -0.1 0.0
C -3.431775 -3.508083 1.218968 0.1 0.3 -0.3
H -0.865486 0.233868 -1.072939 0.0 0.0 0.0
C 0.373849 -0.261984 0.593946 -0.5 0.4 -0.2
H -5.652213 1.052885 -2.948432 0.0 0.0 -0.1
C -1.676294 -1.212998 1.748191 0.0 0.1 0.2
H 4.816619 4.732535 0.956643 0.0 0.1 0.1
N 1.360618 -1.246460 0.982437 0.9 0.2 0.1
H 6.414702 3.362036 -2.755099 0.1 0.0 -0.1
H 0.441477 -0.895602 -1.463974 0.0 0.0 0.0
H -2.445423 -0.964379 2.480149 0.0 0.0 0.0
H -2.555447 -4.074632 0.913228 0.1 -0.1 0.0
N 1.026712 -2.465754 1.393328 -0.5 -0.6 0.1
```
Forces are in eV/Å.

No. 6
Entry from OMol25: C31H35Cl2LaN5O9PS3 as an isolated structure at a distorted geometry (ωB97M-V with the def2-TZVPD basis set).

Summary:
charge: -2
highest occupied orbital energy: -3.16 eV
HOMO-LUMO gap: 6.927 eV
energy relative to the best compared isomer or geometry (same formula, charge and spin): 31.0 kcal per mole
lowest unoccupied orbital energy: 3.7643 eV
E_tot: -126299.989 eV

XYZ file:
```
87
Properties=species:S:1:pos:R:3:forces:R:3
C 4.222557 -2.415168 3.009683 -0.1 -0.1 -0.4
H -5.839700 2.367924 -1.197710 -0.1 0.0 0.0
C 2.221105 0.104127 -3.004718 0.1 -0.3 0.2
Cl -0.320711 4.179523 0.449789 0.0 0.9 0.3
C 2.735117 -0.832493 -1.117638 0.1 0.0 0.0
N 3.534035 -0.255647 -3.055054 -0.1 0.1 0.0
H -3.540365 1.141282 2.168160 0.0 -0.1 0.1
H -8.242664 2.395687 3.474231 0.0 0.0 0.0
H 4.860497 -1.208553 -1.646317 0.0 0.0 0.0
H 4.168382 -0.061097 -3.804679 0.0 0.0 -0.1
H 1.722462 -2.751712 -3.014314 0.0 0.0 0.0
C -5.809477 2.091535 -0.150343 0.1 0.1 -0.2
S 6.600524 -2.865863 3.377911 0.2 -0.1 0.3
C -1.024500 4.567318 -1.121018 0.2 -0.3 0.0
O -2.788889 -1.317709 2.008124 0.1 0.0 -0.1
O -3.273891 2.561544 -1.710232 -0.1 0.0 0.2
C 4.470744 -1.922012 4.400954 0.2 0.1 0.3
C -4.501603 1.405376 1.749637 0.0 0.1 0.0
H -8.101332 0.638479 3.409948 -0.1 0.0 0.0
S -3.149706 1.581001 -0.646915 -2.0 0.6 -0.3
C 1.889522 1.889952 1.787412 0.3 0.0 -0.4
C 3.871721 -0.841433 -1.857221 0.0 -0.1 0.1
C 5.347005 -1.146519 6.904102 0.1 0.0 0.0
C -6.958479 2.041579 0.624041 0.0 0.0 0.1
N 0.948209 0.785602 1.581876 0.3 0.2 0.4
H 7.296793 -1.845636 6.289629 0.0 0.0 0.0
O -1.144486 -0.784032 0.586546 -0.6 -0.8 0.8
C 6.257435 -1.709875 6.017399 0.2 0.0 0.0
C -2.359403 -1.024916 0.888777 -0.3 -0.3 0.4
C 0.095935 0.954745 -4.012320 0.2 -0.1 -0.5
O 1.645329 2.219799 -0.572370 0.7 0.2 0.1
H -1.579599 1.833001 -4.996554 0.0 0.0 0.0
H -9.033094 1.498751 2.172750 0.0 0.0 0.0
H 2.084602 1.968588 -7.235302 0.0 0.0 0.0
C -1.215261 -2.376055 -3.641217 0.0 0.1 0.2
O -0.608625 0.600672 -2.989655 0.0 0.0 -1.9
H -1.126232 -4.743324 -1.714653 0.0 0.0 0.0
C -1.411564 -3.800255 -1.243990 0.1 0.2 0.1
C -3.375215 -0.934206 -0.272011 0.1 0.1 0.1
O 7.030684 -4.193751 3.759521 -0.1 0.1 0.0
C -8.142331 1.541646 2.800144 0.1 0.0 -0.1
C 2.409995 2.436395 0.425993 0.2 0.1 0.4
N 5.291568 -2.911842 2.414578 0.2 0.0 0.2
Cl -0.440832 3.416226 -2.340691 -0.1 1.1 -0.4
H 1.386134 2.719726 2.289731 0.0 0.0 0.0
H -0.342781 2.476401 -7.049726 0.0 0.0 0.0
C 1.503310 0.720037 -4.115617 -0.3 0.2 -0.1
H 1.612787 -3.562595 -1.446924 0.0 0.0 0.0
P -0.456576 -2.368681 -1.952504 -0.1 -0.9 -0.5
C 1.532595 1.695625 -6.344329 0.1 0.0 -0.1
C -6.895963 1.651971 1.958944 0.0 0.0 0.1
H -2.098722 4.437548 -1.069547 0.0 0.0 0.0
H 0.813202 -4.275637 -2.871833 0.0 0.0 0.0
H -0.565643 -1.828136 -4.325422 0.0 0.0 0.0
H 0.292469 0.695995 2.347977 -0.1 -0.1 0.0
O -2.008100 1.901758 0.253642 -2.1 0.8 0.9
H 3.323426 -0.538141 7.248628 0.0 0.0 0.0
H 5.680372 -0.837629 7.887673 0.0 0.0 0.0
C 4.014643 -0.977449 6.539247 0.0 0.0 0.0
C 5.793000 -2.086567 4.776109 -0.2 -0.1 -0.4
O 7.633193 -2.007728 2.847997 -0.1 0.1 0.0
O 3.473553 3.051546 0.425303 -0.1 0.0 0.0
H 3.241966 0.908401 -5.368515 0.0 0.0 0.0
H -3.308075 -1.857792 -0.846533 0.0 0.0 0.0
H -1.368242 -3.394342 -4.008835 0.0 0.0 0.0
H -4.378572 -0.890120 0.165194 0.0 0.0 0.0
C 1.070264 -3.341047 -2.367603 -0.1 0.2 0.1
C 0.169260 1.969944 -6.238877 0.1 0.0 0.0
H -2.167939 -1.845539 -3.589511 0.0 0.0 0.0
H -7.920836 2.283912 0.186236 0.0 0.0 0.0
C -4.584160 1.777779 0.414435 0.2 -0.3 0.0
C 3.561596 -1.362903 5.284678 0.1 0.0 0.0
S 2.687991 -2.334525 2.342938 -0.1 0.0 0.0
H -2.480586 -3.648245 -1.391777 0.0 0.0 0.0
H 1.456190 -0.096470 1.574739 0.0 -0.1 0.1
H -1.220728 -3.859441 -0.170819 0.0 0.0 0.0
N 1.720040 -0.244935 -1.832468 1.1 -0.4 -0.7
H -5.597598 1.024580 3.546516 0.0 0.0 0.0
H 2.577709 -1.232359 -0.127741 0.1 0.0 0.0
H -0.716676 5.564946 -1.408235 0.0 0.0 0.0
La -0.286906 0.849244 -0.796749 2.0 -1.2 0.3
C 2.175153 1.087954 -5.284045 0.0 0.0 0.1
N -3.144574 0.155696 -1.220040 0.2 0.3 0.3
H 2.530379 -1.242508 4.980323 0.0 0.0 0.0
C -0.523757 1.614813 -5.105352 -0.1 -0.1 0.1
H 2.757158 1.619425 2.393340 0.0 0.0 0.0
C -5.656221 1.346837 2.513068 0.0 0.0 -0.1
```
Forces are in eV/Å.

What is the highest occupied orbital energy in the fourth record? -9.85 eV

Among the records above, which one has the lowest E_tot? C31H35Cl2LaN5O9PS3

Look up the lowest unoccupied orbital energy of the fifth one. 0.6653 eV